DFT (ωB97M-V/def2-TZVPD) results for a gas-phase ion, C6H7NO3P (charge -1).

frontier orbital gap = 8.73 eV
largest force on an atom = 4.27 eV/Å
SMILES = O=[P@]([O-])(O)Cc1cccnc1
HOMO = -4.936 eV
relative energy (zero: lowest compared OMol25 entry of this formula, charge and spin) = 0.278 eV
net charge = -1

Structure (XYZ):
```
18
C6H7NO3P ωB97M-V/def2-TZVPD
O 1.36 0.31 2.04
P 0.59 1.45 1.38
O 1.23 2.15 0.26
O 0.36 2.48 2.66
C -1.19 0.60 0.85
C -0.66 -0.21 -0.27
C -0.02 -1.38 -0.03
C 0.48 -2.03 -1.14
C 0.42 -1.51 -2.37
N -0.22 -0.33 -2.61
C -0.66 0.31 -1.56
H 0.82 1.89 3.34
H -1.88 1.38 0.56
H -1.59 0.11 1.83
H 0.33 -1.62 0.99
H 0.87 -3.07 -1.11
H 0.87 -1.89 -3.19
H -1.12 1.37 -1.63
```

***

DFT (ωB97M-V/def2-TZVPD) results for C6H7NO4S in the gas phase.

frontier orbital gap (spin up / spin down) = 6.58 / 6.58 eV
largest force on an atom = 5.44 eV/Å
HOMO (spin up / spin down) = -7.546 / -7.546 eV
relative energy (zero: lowest compared OMol25 entry of this formula, charge and spin) = 6.613 eV

Structure (XYZ):
```
19
C6H7NO4S ωB97M-V/def2-TZVPD
C 1.44 2.12 0.64
C 0.40 1.56 1.26
C 1.76 1.90 -0.87
C -1.66 -1.38 -0.72
C -0.78 -2.29 0.06
C 0.44 -0.62 -0.76
N -0.58 0.73 1.56
O -0.31 -0.35 2.14
O -1.80 0.99 1.40
O -0.71 -0.37 -1.29
O 0.49 -1.71 0.00
S 1.88 0.10 -1.26
H 2.01 2.88 1.23
H 1.08 2.33 -1.48
H 2.70 2.43 -1.10
H -2.39 -1.81 -1.43
H -2.25 -0.62 0.04
H -1.11 -2.57 1.11
H -0.62 -3.31 -0.55
```

***

DFT (ωB97M-V/def2-TZVPD) results for a molecular structure, C6H7NO4Sr.

frontier orbital gap = 10.87 eV
largest force on an atom = 8.90 eV/Å
HOMO = -19.482 eV
relative energy (zero: lowest compared OMol25 entry of this formula, charge and spin) = 1.254 eV
net charge = +2

Structure (XYZ):
```
19
C6H7NO4Sr ωB97M-V/def2-TZVPD
Sr -0.03 0.29 0.37
C -1.52 -1.19 1.85
O -2.31 -1.57 2.59
C 0.70 -2.51 0.13
O 1.01 -3.59 0.06
C 1.59 -0.10 2.13
O 2.33 0.08 3.01
C -1.49 -0.81 -1.48
O -2.30 -0.85 -2.29
C 1.58 1.13 -1.29
H 0.59 1.53 -1.78
H 1.84 1.78 -0.35
C 1.91 -0.13 -1.35
H 2.69 -0.62 -0.68
H 1.46 -0.88 -2.09
N -1.88 1.71 0.30
H -2.80 1.24 0.35
H -1.65 2.29 1.12
H -1.72 2.20 -0.60
```

***

DFT (ωB97M-V/def2-TZVPD) results for C6H7NOS in the gas phase.

frontier orbital gap (spin up / spin down) = 7.43 / 7.43 eV
largest force on an atom = 7.23 eV/Å
SMILES = C=c1sc(=C)n(C)c1=O
HOMO (spin up / spin down) = -7.882 / -7.890 eV
relative energy (zero: lowest compared OMol25 entry of this formula, charge and spin) = 2.767 eV

Structure (XYZ):
```
16
C6H7NOS ωB97M-V/def2-TZVPD
C 1.83 2.44 0.59
C 1.15 1.43 0.09
S 0.42 1.25 -1.61
C -0.60 -0.03 -1.10
C -1.54 -0.87 -2.27
N -0.09 -0.61 0.14
C -0.64 -1.65 0.91
C 0.75 0.22 0.83
O 1.04 -0.05 1.99
H 1.84 3.29 -0.08
H 2.03 2.27 1.63
H -2.09 -0.11 -2.84
H -2.00 -1.76 -1.80
H 0.17 -2.40 1.02
H -0.70 -1.28 1.91
H -1.56 -2.13 0.58
```

***

DFT (ωB97M-V/def2-TZVPD) results for 2 unconnected molecules or ions with the total composition C6H7NOS.

frontier orbital gap (spin up / spin down) = 7.93 / 7.61 eV
largest force on an atom = 4.75 eV/Å
HOMO (spin up / spin down) = -8.140 / -7.744 eV
relative energy (zero: lowest compared OMol25 entry of this formula, charge and spin) = 4.796 eV

Structure (XYZ):
```
16
C6H7NOS ωB97M-V/def2-TZVPD
C 2.39 0.97 0.28
C 1.41 -1.06 -0.15
C -2.34 -0.62 -0.48
C -1.86 -0.34 0.94
C -1.09 0.11 -0.20
C 2.32 0.01 -0.75
N 2.42 1.69 1.18
O 1.56 -1.92 0.65
S -0.85 1.74 -0.70
H -2.21 -1.67 -0.74
H -3.05 -0.04 -0.87
H -2.36 0.25 1.66
H -1.28 -1.18 1.45
H 3.24 -0.40 -1.14
H 1.88 0.63 -1.52
H -0.18 1.82 0.40
```

***

DFT (ωB97M-V/def2-TZVPD) results for C6H7NOS in the gas phase.

frontier orbital gap (spin up / spin down) = 7.74 / 6.97 eV
largest force on an atom = 1.91 eV/Å
HOMO (spin up / spin down) = -7.486 / -7.643 eV
relative energy (zero: lowest compared OMol25 entry of this formula, charge and spin) = 2.545 eV

Structure (XYZ):
```
16
C6H7NOS ωB97M-V/def2-TZVPD
C 1.23 0.87 -2.01
C 2.17 1.60 -1.33
C 0.77 0.10 -0.01
C -0.91 -1.68 0.70
C -2.07 0.13 1.17
C 0.12 -0.58 1.02
N 0.47 0.05 -1.28
O -2.12 -1.23 1.30
S 2.10 1.23 0.35
H 1.08 0.92 -3.08
H 2.86 2.32 -1.71
H -1.02 -1.77 -0.39
H -0.66 -2.65 1.14
H -2.59 0.68 1.94
H -1.97 0.55 0.18
H 0.53 -0.55 2.01
```

***

DFT (ωB97M-V/def2-TZVPD) results for a molecular structure, C6H7NS.

frontier orbital gap = 7.76 eV
largest force on an atom = 3.92 eV/Å
HOMO = -7.243 eV
relative energy (zero: lowest compared OMol25 entry of this formula, charge and spin) = 5.685 eV

Structure (XYZ):
```
15
C6H7NS ωB97M-V/def2-TZVPD
C -0.14 -1.72 -0.18
C -0.49 -0.42 -0.85
C 0.92 -1.87 0.56
C 0.35 0.81 -0.82
C -0.86 1.15 1.29
C -0.36 1.80 0.05
N 2.09 -1.85 0.98
S -1.90 0.72 -0.09
H -0.79 -2.43 -0.54
H -1.00 -0.69 -1.86
H 1.31 0.55 -0.46
H 0.47 1.18 -1.91
H -1.53 1.78 1.98
H -0.28 2.81 -0.11
H 2.21 -1.83 1.97
```

***

DFT (ωB97M-V/def2-TZVPD) results for C6H7NS in the gas phase.

frontier orbital gap = 8.18 eV
largest force on an atom = 7.55 eV/Å
SMILES = C=Cn1ccc(S)c1
HOMO = -7.585 eV
relative energy (zero: lowest compared OMol25 entry of this formula, charge and spin) = 3.401 eV

Structure (XYZ):
```
15
C6H7NS ωB97M-V/def2-TZVPD
C -2.82 -0.15 -0.07
C -1.69 -0.96 -0.11
N -0.42 -0.40 0.14
C -0.14 0.99 -0.12
C 1.25 1.21 0.12
C 1.85 -0.05 0.43
S 3.46 -0.53 -0.12
C 0.73 -0.98 0.27
H -2.63 1.00 0.17
H -3.81 -0.49 0.01
H -1.81 -2.10 -0.02
H -0.88 1.66 -0.28
H 1.67 2.08 -0.07
H 4.16 0.69 -0.12
H 1.08 -1.97 -0.23
```

***

DFT (ωB97M-V/def2-TZVPD) results for C6H7NS in the gas phase.

frontier orbital gap = 8.00 eV
largest force on an atom = 6.53 eV/Å
SMILES = C#CCN/C=C\C=S
HOMO = -8.238 eV
relative energy (zero: lowest compared OMol25 entry of this formula, charge and spin) = 3.809 eV

Structure (XYZ):
```
15
C6H7NS ωB97M-V/def2-TZVPD
C 3.31 -1.08 -0.89
C 2.38 -0.72 -0.14
C 1.47 -0.31 0.94
N 0.00 -0.08 0.55
C -0.56 1.07 0.17
C -1.82 1.12 -0.39
C -2.69 -0.04 -0.53
S -2.77 -1.60 0.13
H 3.80 -1.32 -1.78
H 1.49 -0.97 1.86
H 1.82 0.65 1.42
H -0.68 -0.88 0.24
H 0.08 1.94 0.42
H -2.21 2.03 -0.96
H -3.62 0.18 -1.04
```

***

DFT (ωB97M-V/def2-TZVPD) results for C6H7NS in the gas phase.

frontier orbital gap (spin up / spin down) = 6.76 / 7.06 eV
largest force on an atom = 6.84 eV/Å
HOMO (spin up / spin down) = -5.959 / -9.099 eV
relative energy (zero: lowest compared OMol25 entry of this formula, charge and spin) = 0.177 eV
spin multiplicity = 3

Structure (XYZ):
```
15
C6H7NS ωB97M-V/def2-TZVPD
C -0.60 1.44 -0.14
C -1.91 1.51 -0.11
C -0.06 0.10 0.10
C -1.15 -0.80 0.01
C -0.84 -2.09 0.15
C 2.33 0.17 0.01
N 1.06 -0.49 0.08
S -2.73 -0.04 -0.01
H 0.19 2.19 -0.42
H -2.67 2.29 -0.25
H -1.58 -2.85 0.09
H 0.09 -2.57 0.24
H 2.59 0.69 -0.85
H 2.28 1.02 0.79
H 2.99 -0.59 0.30
```

***

DFT (ωB97M-V/def2-TZVPD) results for C6H7OP in the gas phase.

frontier orbital gap = 8.36 eV
largest force on an atom = 4.01 eV/Å
SMILES = C1=CCC/C=P\OC=1
HOMO = -8.253 eV
relative energy (zero: lowest compared OMol25 entry of this formula, charge and spin) = 4.355 eV

Structure (XYZ):
```
15
C6H7OP ωB97M-V/def2-TZVPD
C -0.67 -0.29 -1.67
C 0.37 0.50 -1.57
C 0.37 0.94 -0.06
C -0.29 -0.18 0.71
C 0.30 -1.59 0.43
P -0.85 -2.78 -0.14
O -2.14 -1.84 -0.80
C -1.87 -0.64 -1.34
H 1.14 0.64 -2.35
H 1.13 1.43 0.52
H -0.38 1.74 -0.10
H -1.37 -0.30 0.69
H -0.03 0.04 1.78
H 1.49 -1.94 0.71
H -2.74 -0.24 -1.67
```

***

DFT (ωB97M-V/def2-TZVPD) results for C6H7OPS in the gas phase.

frontier orbital gap (spin up / spin down) = 5.68 / 6.84 eV
largest force on an atom = 6.11 eV/Å
HOMO (spin up / spin down) = -5.239 / -9.005 eV
relative energy (zero: lowest compared OMol25 entry of this formula, charge and spin) = 0.515 eV
spin multiplicity = 3

Structure (XYZ):
```
16
C6H7OPS ωB97M-V/def2-TZVPD
C 1.97 0.13 0.28
C 1.38 1.33 0.05
C 1.35 -1.15 0.15
C 0.02 1.52 -0.34
C 0.07 -1.29 -0.19
C -0.85 0.53 -0.50
O -0.74 -2.31 -0.37
P -2.53 0.20 -0.99
S -3.47 0.12 0.90
H 3.01 0.12 0.58
H 1.97 2.22 0.17
H 1.97 -2.03 0.34
H -0.30 2.54 -0.50
H -0.29 -3.16 -0.25
H -2.88 1.55 -1.17
H -3.58 -1.21 0.91
```

***

DFT (ωB97M-V/def2-TZVPD) results for C6H8 in the gas phase.

frontier orbital gap = 8.85 eV
largest force on an atom = 0.38 eV/Å
HOMO = -8.461 eV
relative energy (zero: lowest compared OMol25 entry of this formula, charge and spin) = 3.160 eV

Structure (XYZ):
```
14
C6H8 ωB97M-V/def2-TZVPD
C -1.72 0.35 -0.06
C 0.22 0.32 -1.31
C 1.40 0.66 -0.43
C 1.37 -0.25 0.78
C 0.28 -1.01 0.74
C -0.56 -0.63 -0.46
H -2.06 0.13 0.95
H -2.55 0.28 -0.76
H -1.38 1.40 -0.07
H 1.38 1.73 -0.20
H 2.31 0.54 -1.05
H 2.13 -0.26 1.56
H 0.00 -1.76 1.47
H -1.00 -1.47 -1.01
```

***

DFT (ωB97M-V/def2-TZVPD) results for a molecular structure, C6H8.

frontier orbital gap = 9.79 eV
largest force on an atom = 0.51 eV/Å
HOMO = -8.889 eV
relative energy (zero: lowest compared OMol25 entry of this formula, charge and spin) = 5.749 eV

Structure (XYZ):
```
14
C6H8 ωB97M-V/def2-TZVPD
C 0.45 -1.69 0.60
C -0.33 -0.40 0.57
C 0.34 0.94 0.92
C 0.02 0.60 -0.48
C 0.76 0.65 -1.75
C -0.49 1.13 -1.94
H 1.47 -1.53 0.23
H -0.02 -2.45 -0.02
H 0.52 -2.08 1.63
H -1.37 -0.48 0.89
H 1.40 0.94 1.19
H -0.27 1.66 1.46
H -1.22 0.94 -0.95
H -0.90 2.03 -2.38
```

***

DFT (ωB97M-V/def2-TZVPD) results for C6H8 in the gas phase.

frontier orbital gap = 10.09 eV
largest force on an atom = 1.77 eV/Å
SMILES = C1=C[C@H]2C[C@H]2C1
HOMO = -8.902 eV
relative energy (zero: lowest compared OMol25 entry of this formula, charge and spin) = 2.232 eV

Structure (XYZ):
```
14
C6H8 ωB97M-V/def2-TZVPD
C 1.48 -0.46 0.55
C 0.38 -1.20 0.75
C -0.72 -0.71 -0.14
C -1.63 0.45 0.06
C -0.24 0.41 -0.97
C 1.06 0.85 -0.25
H 2.49 -0.59 0.94
H 0.15 -2.05 1.40
H -1.24 -1.46 -0.73
H -1.47 1.30 0.70
H -2.71 0.18 0.08
H -0.15 0.34 -2.07
H 0.82 1.52 0.58
H 1.77 1.42 -0.90
```

***

DFT (ωB97M-V/def2-TZVPD) results for C6H8 in the gas phase.

frontier orbital gap = 10.92 eV
largest force on an atom = 0.43 eV/Å
SMILES = C#CC1CCC1
HOMO = -9.760 eV
relative energy (zero: lowest compared OMol25 entry of this formula, charge and spin) = 1.741 eV

Structure (XYZ):
```
14
C6H8 ωB97M-V/def2-TZVPD
C 2.90 -0.27 -0.25
C 1.74 -0.24 0.08
C 0.37 -0.10 0.57
C -0.42 1.12 0.03
C -1.58 0.20 -0.39
C -0.76 -1.04 0.05
H 3.93 -0.26 -0.53
H 0.41 -0.11 1.66
H -0.66 1.87 0.78
H 0.09 1.62 -0.81
H -2.51 0.35 0.17
H -1.82 0.22 -1.46
H -0.47 -1.72 -0.75
H -1.23 -1.63 0.85
```

***

DFT (ωB97M-V/def2-TZVPD) results for a molecular structure, C6H8.

frontier orbital gap = 9.68 eV
largest force on an atom = 4.93 eV/Å
HOMO = -9.350 eV
relative energy (zero: lowest compared OMol25 entry of this formula, charge and spin) = 9.536 eV

Structure (XYZ):
```
14
C6H8 ωB97M-V/def2-TZVPD
C -0.33 -1.16 -1.05
C -1.10 -0.01 -0.09
C -0.80 0.28 1.46
C -0.25 1.26 0.28
C 1.19 0.74 0.13
C 2.32 0.51 -0.17
H 1.14 -0.98 -1.90
H 0.20 -1.84 0.23
H -1.35 -1.82 -1.82
H -2.17 0.20 -0.41
H 0.03 -0.36 1.68
H -1.44 0.69 2.27
H -0.63 2.34 0.11
H 3.19 0.16 -0.72
```

***

DFT (ωB97M-V/def2-TZVPD) results for C6H8 in the gas phase.

frontier orbital gap = 9.23 eV
largest force on an atom = 4.96 eV/Å
SMILES = C=C1C=CCC1
HOMO = -8.142 eV
relative energy (zero: lowest compared OMol25 entry of this formula, charge and spin) = 1.139 eV

Structure (XYZ):
```
14
C6H8 ωB97M-V/def2-TZVPD
C 2.20 0.06 -0.03
C 0.82 0.00 0.01
C 0.07 1.27 0.07
C -1.23 1.01 -0.02
C -1.57 -0.46 -0.07
C -0.13 -1.09 0.07
H 2.76 1.03 -0.28
H 2.84 -0.85 -0.22
H 0.50 2.30 0.20
H -2.03 1.75 -0.08
H -2.31 -0.78 0.68
H -2.23 -0.76 -0.97
H 0.12 -1.45 1.19
H 0.18 -2.04 -0.56
```

***

DFT (ωB97M-V/def2-TZVPD) results for a molecular structure, C6H8AgLiO6.

frontier orbital gap (spin up / spin down) = 5.70 / 5.43 eV
largest force on an atom = 3.03 eV/Å
HOMO (spin up / spin down) = -6.828 / -6.569 eV
relative energy (zero: lowest compared OMol25 entry of this formula, charge and spin) = 7.976 eV

Structure (XYZ):
```
22
C6H8AgLiO6 ωB97M-V/def2-TZVPD
O -1.47 -0.24 2.35
C -0.88 -1.22 -1.67
C -1.25 -0.72 1.19
O -0.13 -2.18 -1.87
O -1.98 -1.55 -0.97
C -2.38 -0.81 0.18
H -0.53 -1.57 1.12
H -0.68 1.20 -1.19
H -2.62 0.21 -0.14
H -3.23 -1.34 0.63
Ag 0.10 1.02 3.72
Li 0.03 -1.95 -3.70
O 2.30 0.23 0.38
C 1.98 0.83 1.55
C 1.89 0.82 -0.84
O 2.10 0.11 2.57
O 1.34 1.91 1.57
C 0.38 0.94 -1.04
H 2.37 0.24 -1.63
H 2.33 1.82 -0.89
H 0.43 1.96 -1.48
H -0.12 0.29 0.16
```

***

DFT (ωB97M-V/def2-TZVPD) results for a molecular structure, C6H8Br3O3S.

frontier orbital gap = 8.29 eV
largest force on an atom = 3.12 eV/Å
HOMO = -5.491 eV
relative energy (zero: lowest compared OMol25 entry of this formula, charge and spin) = 0.892 eV
net charge = -1

Structure (XYZ):
```
21
C6H8Br3O3S ωB97M-V/def2-TZVPD
C 0.84 -0.69 -1.51
C -0.49 -1.50 -1.37
C 0.92 0.55 -0.69
C -0.98 -1.47 0.02
C 1.13 0.51 0.81
C -2.15 -0.95 0.42
O -1.03 1.62 1.16
O 0.60 1.87 2.92
O 0.86 3.13 0.81
S 0.30 1.98 1.53
Br 3.00 0.78 1.27
Br -2.58 -1.07 2.29
Br -3.17 0.41 -0.44
H 1.60 -1.39 -1.26
H 0.84 -0.28 -2.57
H -1.31 -1.03 -2.07
H -0.48 -2.53 -1.65
H 1.74 1.19 -1.01
H 0.08 1.13 -0.92
H -0.43 -1.97 0.78
H 0.71 -0.27 1.50
```

***

| no. | E (hartree) |
| --- | --- |
| 1 | -854.8014 |
| 2 | -986.4375 |
| 3 | -618.5883 |
| 4 | -760.8784 |
| 5 | -760.8038 |
| 6 | -760.8865 |
| 7 | -685.5610 |
| 8 | -685.6449 |
| 9 | -685.6299 |
| 10 | -685.5902 |
| 11 | -649.2373 |
| 12 | -1047.3963 |
| 13 | -233.2709 |
| 14 | -233.1757 |
| 15 | -233.3050 |
| 16 | -233.3230 |
| 17 | -233.0366 |
| 18 | -233.3452 |
| 19 | -839.0486 |
| 20 | -8579.4103 |